1.
ORCA calculation (ωB97M-V/def2-TZVPD) on C19H35F12InN7O13S4 as an isolated structure at a distorted geometry.

Structure (XYZ):
```
91
Properties=species:S:1:pos:R:3:forces:R:3:mulliken_spin:R:1
H 37.471 -3.477 12.349 0.0 -0.3 0.0 0.000
F 31.062 2.945 8.061 -0.2 -0.1 -0.3 0.001
O 30.275 5.889 11.204 0.3 -1.1 0.6 0.021
C 35.862 -0.736 12.531 0.0 0.0 -0.9 0.043
C 35.880 0.894 16.149 1.3 -0.7 -0.2 -0.001
H 34.882 4.890 10.964 -0.6 -0.7 0.0 0.000
S 29.888 3.216 10.513 0.5 -3.1 -0.9 -0.078
O 33.576 -3.150 13.870 -0.8 0.8 0.8 0.007
F 29.129 -2.709 14.707 -0.6 -0.1 0.8 0.001
O 30.886 -3.812 11.789 -0.1 1.5 1.5 0.001
C 28.872 -2.969 13.452 1.3 -0.8 -1.2 0.009
H 30.462 3.324 17.958 -0.2 0.1 -0.3 0.000
C 28.268 0.170 16.218 1.0 0.3 -0.2 -0.001
C 34.802 2.831 10.020 -0.7 1.1 0.9 0.031
C 32.386 -1.990 16.032 0.0 -1.2 -1.4 0.010
C 35.149 2.872 14.821 -4.5 -0.9 -0.9 0.031
F 30.243 4.950 8.418 0.6 -0.9 0.1 0.000
C 28.010 0.681 13.785 1.1 1.4 -3.4 0.018
O 28.575 3.792 10.525 0.7 0.5 0.2 0.002
O 34.198 2.255 14.206 3.2 1.5 1.3 0.079
O 31.423 -4.063 14.608 0.6 2.2 -0.3 0.021
H 26.530 0.452 15.067 0.2 0.1 -0.1 0.000
H 25.959 0.979 13.141 -0.2 -0.3 0.1 0.000
C 31.362 2.223 16.563 -0.3 0.0 -0.4 0.033
H 29.154 3.025 15.298 0.1 0.0 0.1 -0.002
N 30.920 3.500 11.885 -1.5 -1.5 -3.1 0.106
H 32.072 2.140 18.649 -0.1 0.4 -0.1 0.000
F 31.828 6.780 13.599 0.1 0.9 0.6 0.000
F 28.553 -4.283 13.252 0.1 1.9 0.5 0.000
N 31.556 -1.802 13.455 -2.4 1.2 -1.9 0.096
O 29.416 4.934 13.379 2.3 0.0 -2.5 0.003
N 35.446 2.134 9.079 0.9 -0.5 -0.3 -0.001
O 29.890 1.766 10.296 1.0 1.2 0.5 -0.014
N 30.392 3.076 16.982 0.3 -0.2 0.3 0.001
H 28.409 3.810 16.709 0.0 -0.7 0.4 0.000
O 31.505 1.801 15.420 -0.4 0.2 -0.2 0.084
S 30.490 -2.567 12.435 -1.0 0.4 -3.0 -0.045
H 35.292 0.299 15.450 -0.4 0.3 0.3 -0.003
H 36.355 4.611 14.796 0.2 0.2 -0.4 0.000
H 34.927 4.890 15.637 -0.6 -0.2 -0.1 0.000
F 32.969 -0.813 15.804 0.4 -0.3 0.8 0.025
In 32.065 0.943 12.615 -0.4 0.3 0.6 0.105
C 29.344 3.647 16.173 -0.6 0.6 -0.7 0.000
H 37.657 -2.736 10.835 -0.4 0.6 -0.3 0.000
F 32.096 4.290 9.375 0.2 0.2 -0.2 0.004
C 26.943 0.885 12.682 -0.7 -0.2 0.7 0.001
C 35.369 0.682 8.980 -0.3 0.0 -1.2 0.002
H 29.529 4.655 15.803 0.7 -0.1 -0.1 0.000
H 35.473 0.163 9.933 -0.3 0.3 -0.1 -0.001
F 32.363 4.761 14.160 0.5 -0.2 0.7 0.007
H 37.553 0.377 11.799 -0.4 0.4 -0.4 0.000
H 29.211 -0.318 15.972 0.1 0.5 -0.4 -0.002
O 33.983 2.333 10.780 -0.2 -0.6 0.4 0.214
H 27.829 -0.574 16.883 -1.0 0.1 -0.5 0.000
H 36.182 4.469 9.963 0.1 0.1 -0.6 0.000
C 32.062 5.571 13.172 -2.3 -1.3 -2.0 -0.002
N 35.895 2.286 15.790 -0.5 1.2 -0.6 0.000
S 32.221 -2.854 14.321 3.3 -5.1 3.2 -0.031
H 26.983 1.796 12.084 1.0 0.0 0.1 0.000
H 35.703 0.686 17.204 -0.8 0.3 -0.1 0.000
C 37.405 -2.500 11.869 0.7 -1.9 0.8 0.000
H 34.469 0.414 8.427 -0.5 -0.2 0.7 -0.001
C 30.907 3.904 8.941 -1.2 0.7 1.7 0.005
H 35.317 -2.641 12.117 -0.2 0.3 0.2 0.001
H 33.308 2.181 17.374 0.0 -0.1 0.0 0.000
H 28.476 1.055 16.818 0.1 0.0 0.0 0.000
H 38.258 -2.002 12.330 -0.4 0.7 -0.1 0.000
C 35.104 4.330 10.055 0.6 -0.2 -0.2 0.003
S 30.446 4.930 12.289 -1.0 3.9 4.6 -0.015
H 37.662 -0.092 13.386 0.0 0.2 0.5 0.000
H 36.416 2.962 16.330 0.2 -0.5 0.1 0.000
F 33.046 5.604 12.269 0.4 0.0 0.2 0.000
F 31.146 -1.742 16.514 1.3 -0.5 0.4 0.001
C 32.317 1.813 17.639 0.5 -0.4 0.8 0.002
O 30.114 -1.496 11.525 0.1 -0.3 0.8 -0.009
H 32.364 0.729 17.744 0.0 0.0 -0.5 0.000
H 34.871 4.859 13.826 0.0 -0.4 0.3 0.000
C 35.286 4.409 14.728 1.2 -0.9 0.2 -0.001
H 34.556 4.775 9.225 0.2 0.2 0.0 0.000
F 33.161 -2.800 16.862 -1.7 1.9 -1.1 0.000
F 27.896 -2.173 13.029 0.0 -0.6 0.0 0.001
N 36.095 -1.999 12.177 1.8 -0.1 -0.5 0.003
H 36.901 0.531 16.032 0.2 -0.2 -0.2 0.000
H 36.010 2.630 8.404 0.0 -0.1 0.3 0.000
O 29.204 0.750 13.473 0.0 -0.4 0.7 0.063
N 27.532 0.560 15.003 -1.1 -1.4 2.6 0.000
H 36.110 0.296 8.280 0.6 0.4 0.3 0.000
H 36.474 1.224 13.036 0.1 -0.2 -0.3 -0.004
C 36.923 0.295 12.685 1.4 -0.7 0.4 0.005
H 26.902 0.035 12.000 0.3 0.0 0.1 0.000
O 34.720 -0.393 12.651 -3.5 1.2 0.7 0.166
```
Positions in Å, forces in eV/Å.

Computed properties:
- multiplicity = 2
- orbital gap (alpha / beta) (eV) = 9.6 / 5.2
- E_tot (eV) = -138439.286
- HOMO level (alpha / beta) (eV) = -9.58 / -9.58


2.
ORCA calculation (ωB97M-V/def2-TZVPD) on C19H35GeN3O6SSiV as an isolated structure.

Structure (XYZ):
```
67
Properties=species:S:1:pos:R:3:forces:R:3:mulliken_spin:R:1
O 1.398 -2.595 -3.089 0.1 -0.1 0.0 0.007
C -1.868 3.169 -2.610 -0.2 0.0 0.0 0.009
C 1.372 -1.731 -2.227 -0.3 -0.2 0.3 0.016
C 4.614 -3.309 3.071 0.0 0.0 0.0 0.001
H 5.664 -2.219 0.030 0.0 0.0 0.0 0.000
H -2.988 -1.205 -3.076 0.0 0.0 0.0 0.000
C 2.144 -4.029 1.188 0.0 0.1 0.0 -0.005
H 1.417 2.639 3.941 0.0 0.0 0.0 0.006
C 1.514 -0.828 2.187 0.1 0.0 -0.1 -0.006
O 0.263 2.402 0.035 0.2 0.0 -0.2 0.026
C 1.543 0.462 4.277 0.0 0.1 0.0 -0.026
H 4.930 -4.354 3.003 0.0 0.0 0.0 0.000
H -2.219 1.542 -1.325 0.0 -0.2 -0.1 -0.010
H 0.848 3.562 1.667 0.0 0.0 0.0 -0.001
H 5.215 -3.924 -0.178 0.0 0.0 0.0 0.000
O 2.096 0.437 -1.436 -0.3 -0.1 0.1 -0.015
H -4.551 2.569 -1.006 0.0 0.0 0.0 0.000
H -2.414 6.333 -3.480 0.0 0.0 0.0 0.000
V 0.245 0.165 -0.462 0.0 0.0 0.0 2.832
Si -2.762 -1.137 -0.610 -0.2 -0.1 0.0 0.005
H 1.479 -4.055 2.053 0.0 0.0 0.0 0.001
H -1.706 -2.288 -2.509 0.0 0.0 0.0 0.001
C 0.937 1.476 2.197 0.0 -0.1 -0.1 0.053
H -4.662 -0.121 0.669 0.0 0.0 0.0 0.000
H -4.558 4.066 -2.912 0.0 0.0 0.0 0.000
C 0.319 2.630 1.446 0.0 0.0 0.0 -0.005
H 5.503 -2.687 3.195 0.0 0.0 0.0 0.000
Ge 3.611 -2.763 1.461 0.1 -0.1 0.0 0.002
H 3.631 -0.317 2.202 0.0 0.0 0.0 0.000
H -2.925 5.086 -4.644 0.0 0.0 0.0 0.000
H 3.986 -3.188 3.956 0.0 0.0 0.0 0.000
H 0.959 -1.710 1.854 0.0 0.0 0.0 -0.014
C -2.266 -2.432 0.653 0.1 0.0 0.1 0.028
C -3.822 4.315 -2.130 0.0 0.0 0.0 0.000
C -3.649 3.162 -1.149 0.0 0.0 0.0 -0.001
S -0.463 2.733 -3.388 -0.1 0.0 0.0 0.005
H -4.940 -0.005 -1.077 0.0 0.0 0.0 0.000
H 1.164 2.399 -0.327 0.0 0.1 0.0 0.009
H -1.228 5.169 -4.129 0.0 0.0 0.0 0.001
H -5.229 -1.536 -0.236 0.0 0.0 0.0 -0.001
H 1.571 -3.701 0.317 0.0 -0.1 0.0 0.003
H 1.605 0.552 5.360 0.0 0.0 0.0 -0.002
H -2.923 -3.307 0.655 0.0 0.0 0.0 0.001
O 0.627 -1.762 -1.161 0.0 0.4 -0.2 -0.004
O 3.062 -0.356 -3.296 0.1 -0.1 0.0 0.010
H 2.935 -0.548 0.591 0.0 0.0 0.0 -0.021
H 2.533 -5.034 1.013 0.0 0.0 0.0 0.000
C 4.825 -2.910 -0.072 0.0 0.1 0.0 0.001
H -2.251 -2.001 1.659 0.0 0.0 0.0 0.003
C 2.950 -0.939 1.614 -0.1 0.0 0.0 0.057
C 1.418 1.654 3.489 0.0 0.1 0.1 0.046
C -4.573 -0.660 -0.280 0.0 0.0 0.0 0.002
O -1.851 0.183 -0.520 0.2 0.1 0.1 0.030
C -2.722 -1.936 -2.306 0.0 0.0 -0.1 0.000
C 1.493 -0.753 3.694 0.0 0.0 -0.1 0.029
H -0.721 2.746 1.757 0.0 0.0 0.0 -0.004
H 4.279 -2.648 -0.981 0.0 0.0 0.0 0.000
H -3.409 -2.785 -2.387 0.0 0.0 0.0 0.000
N -2.491 4.408 -2.697 0.1 0.0 0.0 0.001
N 0.837 0.323 1.572 0.0 -0.2 0.1 -0.068
H 1.471 -1.673 4.269 0.0 0.0 0.0 0.002
H -1.252 -2.764 0.412 0.0 0.0 0.0 -0.012
N -2.606 2.395 -1.800 0.1 0.1 0.1 0.010
C 2.281 -0.448 -2.363 0.0 0.4 0.1 0.001
C -2.256 5.300 -3.798 0.0 0.0 0.0 0.000
H -4.122 5.250 -1.653 0.0 0.0 0.0 0.000
H -3.311 3.531 -0.172 0.0 0.0 0.0 0.000
```
Positions in Å, forces in eV/Å.

Computed properties:
- multiplicity = 4
- orbital gap (alpha / beta) (eV) = 4.6 / 5.4
- net charge = -2
- E_tot (eV) = -137949.200
- ΔE to the lowest compared entry with this formula, charge and spin (eV) = 0.330
- HOMO level (alpha / beta) (eV) = -0.22 / -1.05


3.
ORCA calculation (ωB97M-V/def2-TZVPD) on a 5-piece molecular cluster, C19H36Br2NO13 overall.

Structure (XYZ):
```
71
Properties=species:S:1:pos:R:3:forces:R:3:mulliken_charge:R:1
C -1.136 4.310 3.698 -0.2 0.0 -0.1 0.042
O 4.444 -2.123 -0.163 0.0 0.0 0.0 -0.283
H -0.421 -2.759 -11.236 0.0 0.0 0.0 0.297
C 3.951 -2.419 -1.368 0.0 0.0 0.0 0.661
O -2.393 -2.124 -1.395 0.0 0.0 0.0 -0.409
O 4.573 -2.879 -2.287 0.0 0.0 0.0 -0.536
H 0.689 1.601 4.421 0.2 0.4 -0.1 0.423
H 1.126 3.566 5.937 -0.1 -0.1 0.1 0.305
C -0.810 0.848 9.583 0.0 0.0 0.1 -0.653
O -1.309 -1.496 -3.272 0.0 0.0 0.1 -0.591
H -0.399 -2.051 -0.804 0.0 0.0 0.0 0.276
H 0.545 3.506 2.701 -0.1 -0.2 -0.2 0.230
H 1.336 -1.546 5.899 0.0 0.0 0.1 0.400
C 0.768 -0.716 5.486 0.1 0.0 -0.1 -0.768
O -0.481 -1.089 7.791 0.0 0.0 0.0 -0.513
O 0.175 -2.286 -7.473 0.0 0.0 0.0 -0.283
H -2.934 3.904 1.546 0.0 0.0 -0.1 0.304
H 0.958 -2.088 -2.476 0.0 0.0 0.0 -0.163
C -0.386 3.091 3.106 0.2 0.2 0.2 0.143
C 1.990 -2.391 -2.618 -0.1 0.0 -0.1 -0.385
H 6.095 -2.121 0.994 0.0 0.0 0.0 0.200
N 0.416 3.588 5.212 0.0 0.1 -0.1 0.182
H -3.298 3.129 0.003 0.0 0.0 0.1 0.367
H -2.066 3.954 4.186 0.0 0.1 -0.1 0.339
C -1.059 2.196 2.072 -0.2 0.0 0.2 -0.688
H -1.221 -0.480 -0.893 0.0 0.0 0.0 0.206
C -1.340 -1.531 -0.634 0.0 0.0 0.1 -0.496
O 0.610 0.350 6.436 0.0 0.0 0.1 -0.283
H 2.046 -3.450 -2.859 0.1 0.0 0.0 0.377
H -0.232 -1.624 -5.606 0.0 0.0 0.0 -0.001
H -0.940 2.056 4.936 0.1 -0.2 -0.1 0.222
C -1.282 2.760 0.666 -0.2 0.0 0.1 0.411
H -3.185 -1.666 -5.122 0.0 0.0 0.0 0.267
C -0.193 4.639 4.823 0.2 0.1 0.1 -0.410
H 6.033 -3.469 -0.175 0.0 0.0 0.0 0.302
H -0.805 1.805 10.095 0.0 0.0 0.0 0.216
H -1.786 6.097 3.183 0.0 -0.3 -0.1 0.365
O -0.378 -1.010 -9.252 0.0 0.0 0.0 -0.540
H -0.270 0.103 10.162 0.0 0.0 0.0 0.309
Br 0.322 3.624 -0.011 0.1 0.1 0.0 -0.055
H -1.635 -1.636 0.406 0.0 0.0 0.0 0.307
C 0.601 -2.860 -10.878 0.0 0.0 0.0 -0.633
C -0.355 -1.265 -6.623 0.0 0.0 0.1 -0.395
C -0.030 2.408 4.435 -0.4 0.0 0.1 -0.935
H 6.424 -1.831 -0.737 0.0 0.0 0.0 0.302
H 1.058 -3.759 -11.278 0.0 0.0 0.0 0.219
C -2.526 3.655 0.566 0.0 -0.1 -0.1 -1.230
H -1.410 -1.100 -6.838 0.0 0.0 0.0 0.246
H -2.249 -3.180 -5.077 0.0 0.0 0.0 0.299
C -0.050 0.003 7.554 0.0 -0.1 0.0 0.725
H 1.317 -0.273 4.661 0.0 -0.1 0.0 0.289
O 0.620 -3.026 -9.454 0.0 0.0 0.0 -0.332
C 0.094 -2.010 -8.776 0.0 0.0 0.0 0.755
H 1.174 -1.980 -11.166 0.0 0.0 0.0 0.297
C 5.843 -2.408 -0.022 0.0 0.0 0.0 -0.649
C -2.224 -2.053 -2.716 0.0 0.0 0.0 0.814
H -1.829 0.508 9.412 0.0 0.0 0.0 0.311
H 2.430 -1.812 -3.428 0.1 0.0 0.0 0.354
O 2.653 -2.118 -1.375 0.0 0.0 0.0 -0.165
O -0.143 1.082 8.327 0.0 0.1 0.0 -0.312
H -2.029 1.851 2.439 0.1 0.0 0.0 0.529
H -4.030 -3.235 -5.077 0.0 0.0 0.0 0.274
O -3.227 -2.684 -3.308 0.0 0.0 0.0 -0.352
H -0.200 -1.073 5.140 0.0 0.0 0.0 0.337
C -3.158 -2.685 -4.741 -0.1 0.0 -0.1 -0.604
H -1.412 1.905 0.008 0.1 0.0 0.0 0.112
H -0.009 5.619 5.252 0.0 -0.1 0.0 0.458
O -1.347 5.331 2.784 0.2 0.3 0.1 -0.466
Br 0.021 0.567 1.932 0.0 0.0 0.0 -0.057
H -2.312 4.583 0.042 0.0 0.0 0.1 0.343
H 0.188 -0.331 -6.758 0.0 0.0 0.0 0.373
```
Positions in Å, forces in eV/Å.

Computed properties:
- multiplicity = 1
- orbital gap (eV) = 7.3
- net charge = +1
- E_tot (eV) = -188472.651
- HOMO level (eV) = -11.93


4.
ORCA calculation (ωB97M-V/def2-TZVPD) on C19H36N6O3PV as an isolated structure.

Structure (XYZ):
```
66
Properties=species:S:1:pos:R:3:forces:R:3:mulliken_spin:R:1
C 3.292 3.413 -0.442 0.0 0.0 0.0 -0.030
H 1.206 2.776 3.809 0.0 0.0 0.0 0.013
C 0.968 -5.119 0.324 0.0 0.0 0.0 0.000
H -1.861 -2.559 0.771 0.0 0.0 0.0 -0.001
C 0.655 4.727 1.765 0.0 -0.1 0.0 -0.010
H 2.271 -1.104 -1.290 0.0 0.0 0.0 0.000
C 2.359 4.509 0.086 0.0 0.0 0.0 -0.005
H 0.528 -4.165 2.209 0.0 0.0 0.0 0.000
H 1.257 0.889 -4.963 0.0 0.0 0.0 0.000
H -4.280 -0.077 2.287 0.0 0.0 0.0 0.000
H -5.344 -0.038 0.886 0.0 0.0 0.0 0.000
C 1.633 -2.798 0.983 0.0 0.0 0.0 0.001
O 3.183 2.256 0.145 0.0 0.0 0.0 -0.004
H 1.708 1.842 -3.552 0.0 0.0 0.0 0.000
H 2.972 5.324 0.485 0.0 0.0 0.0 -0.001
H -3.860 -1.620 -0.314 0.0 0.0 0.0 0.000
P 0.186 -0.616 0.304 0.0 -0.2 -0.1 -0.075
H 2.320 0.650 -1.347 0.0 0.0 0.0 0.001
C 1.204 0.924 -3.872 0.0 0.0 0.0 -0.001
H -0.336 4.552 3.671 0.0 0.0 0.0 0.002
C -2.255 -1.603 1.103 0.0 0.0 0.0 0.001
H -0.430 -5.128 -1.334 0.0 0.0 0.0 0.000
H 0.095 1.878 -1.486 0.0 0.0 0.0 -0.002
N 1.003 0.104 1.380 0.0 0.0 0.0 0.014
C 1.921 -0.271 -3.253 0.0 0.0 0.0 0.001
C -0.205 -4.524 -0.451 0.0 0.0 0.0 0.001
H -1.096 -4.533 0.185 0.0 0.0 0.0 0.000
H -0.780 -2.638 -1.356 0.0 0.0 0.0 0.000
C -0.167 3.931 2.789 0.0 0.0 0.0 0.007
H -1.855 0.819 2.061 0.0 0.0 0.0 -0.010
C -4.300 -0.142 1.192 0.0 0.0 0.0 0.000
O 4.068 3.662 -1.353 0.0 0.0 0.0 0.006
H -1.362 1.570 0.551 0.0 0.0 0.0 -0.005
H -2.128 -1.567 2.199 0.0 0.0 0.0 0.000
C -0.247 0.953 -3.403 0.0 0.0 0.0 -0.001
H -3.778 1.955 0.998 0.0 0.0 0.0 0.000
N 0.375 -0.219 -1.339 0.0 0.0 0.1 -0.003
H -0.774 0.074 -3.791 0.0 0.0 0.0 0.000
H 2.229 -4.596 2.007 0.0 0.0 0.0 0.000
C -3.447 0.985 0.617 0.0 0.0 0.0 0.005
H -3.551 1.007 -0.473 0.0 0.0 0.0 0.000
V 1.643 1.938 1.356 0.0 0.1 0.0 1.175
H 2.515 -2.832 0.321 0.0 0.0 0.0 0.002
N 1.484 3.943 1.086 0.0 0.0 0.0 -0.020
H 1.482 -1.201 -3.632 0.0 0.0 0.0 0.000
C 1.793 -0.229 -1.737 0.0 0.0 0.0 -0.012
H 1.862 -2.107 1.791 0.0 0.0 0.0 -0.002
H 1.805 4.927 -0.761 0.0 0.0 0.0 0.004
H -0.152 1.941 3.440 0.0 0.0 0.0 0.000
C -0.329 0.940 -1.881 0.0 0.0 0.0 -0.023
H -4.283 -2.309 1.256 0.0 0.0 0.0 0.000
N -1.516 -0.521 0.466 0.0 0.1 0.0 0.011
C -1.981 0.773 0.965 0.0 0.0 0.0 -0.013
C 1.350 -4.207 1.487 0.0 0.0 0.0 0.000
C 0.091 -3.089 -0.881 0.0 0.0 0.0 -0.001
N 0.492 2.647 3.103 -0.1 0.0 0.1 -0.023
H 0.723 -6.125 0.677 0.0 0.0 0.0 0.000
C -3.739 -1.496 0.767 0.0 0.0 0.0 0.000
H 0.892 -3.098 -1.639 0.0 0.0 0.0 -0.001
H -1.139 3.717 2.340 0.0 0.0 0.0 -0.002
H 2.980 -0.264 -3.521 0.0 0.0 0.0 0.000
N 0.484 -2.276 0.258 0.0 0.0 0.0 0.014
O 0.470 5.942 1.654 0.0 0.1 0.0 -0.009
H -1.373 0.884 -1.575 0.0 0.0 0.0 -0.002
H -0.759 1.841 -3.783 0.0 0.0 0.0 0.000
H 1.829 -5.216 -0.348 0.0 0.0 0.0 0.000
```
Positions in Å, forces in eV/Å.

Computed properties:
- multiplicity = 2
- orbital gap (alpha / beta) (eV) = 5.8 / 5.0
- net charge = -1
- E_tot (eV) = -70351.925
- HOMO level (alpha / beta) (eV) = -3.20 / -2.33